Record 1
# C4H9IN

The ion C4H9IN with charge +1 (ωB97M-V/def2-TZVPD, OMol25).

The geometry in XYZ format:
```
15
C4H9IN | OMol25 | ωB97M-V/def2-TZVPD
H 0.62853 -0.42168 -0.91941
H -1.98113 0.90770 -0.53213
H 1.81549 0.38639 2.31327
H -1.77726 -1.88629 -0.55901
H -1.24733 0.86325 -2.17378
H 1.66283 -1.11164 1.28156
C -1.25454 0.34998 -1.19596
N 0.05524 0.28887 -0.49882
H -0.67713 -0.22102 1.42181
H 2.22509 0.27562 0.45790
C 0.13981 0.37863 0.95828
I -1.19282 -1.77573 -3.33414
C -1.58534 -1.04748 -1.39762
H -0.08314 1.45501 1.09311
C 1.55104 -0.04503 1.31556
```

Results
molar mass = 198.027 u
HOMO = -14.1 eV
energy above the lowest of the compared OMol25 structures with the same formula, charge and spin = 3.231 eV
charge = +1



Record 2
# C21H30O5S

A cluster of 3 separate species, C21H30O5S in total (ωB97M-V/def2-TZVPD, OMol25).

The geometry in XYZ format:
```
57
C21H30O5S | OMol25 | ωB97M-V/def2-TZVPD
H -1.48649 3.48042 -1.85762
C 0.55714 0.78144 -4.19138
C -2.83747 2.77396 -3.40567
H -4.92932 2.79968 -2.78609
C -1.59272 3.53982 -2.93551
C -0.82896 -3.52482 5.39993
H 0.28399 -2.62296 2.32086
H -3.90424 4.14370 -2.19330
C 0.42466 1.88226 -3.14789
C 1.54108 -3.02930 0.63303
H 3.72019 3.44845 -1.64993
H -1.77375 4.59173 -3.15110
C 2.72044 -3.61604 0.19491
H -0.00643 -0.55444 6.79898
C -3.95298 3.07994 -2.41242
H -3.73193 2.57486 -1.47796
C -3.19026 3.21711 -4.84119
H 2.23199 2.96875 -3.44201
C -1.10377 -4.24459 6.55416
H -0.21376 -1.63627 4.58849
O -0.34782 1.28983 -2.09711
O -2.14733 -0.40043 -2.60791
C 2.92996 3.33389 -0.90695
C -0.29443 3.17518 -3.64709
H 1.60470 0.53432 -4.36526
C -0.99076 -3.63537 7.79591
H 2.47960 1.45533 -2.61009
H -0.92264 -3.99888 4.43082
H -0.51335 -1.83101 8.85230
C 3.55521 -4.26150 1.09734
C 3.21246 -4.31857 2.44097
H -1.20793 -4.19624 8.69583
H 2.82487 4.27064 -0.37426
H 1.77186 -3.76373 3.93143
H -0.47184 3.10913 -4.71815
H 4.47357 -4.72061 0.75352
H 0.37661 4.01237 -3.50956
H -2.60975 1.71643 -3.42252
H 3.24756 2.57007 -0.19920
H -4.24863 3.39428 -4.99329
H 0.88836 -2.53083 -0.07033
O 1.67801 3.01208 -1.47731
C 2.03772 -3.72545 2.88224
C 1.20250 -3.08342 1.97812
C -0.31680 -1.58910 6.73033
H -2.64596 4.12728 -5.07871
C 1.80119 2.31305 -2.67982
S -0.77682 -0.20737 -2.31604
O -0.31147 -0.99697 -1.24302
H 0.20373 1.03159 -5.18518
H -2.84880 2.47708 -5.55931
H 3.86104 -4.82474 3.14459
C -0.43271 -2.19713 5.48838
O 0.02791 -0.43592 -3.67539
H 2.98890 -3.57066 -0.85303
H -1.40687 -5.28140 6.48560
C -0.59926 -2.30690 7.88392
```

Results
molar mass = 394.533 u
HOMO = -9.1 eV
SMILES = COC[C@@]1(CCC(C)C)COS(=O)(=O)O1.c1ccccc1.c1ccccc1
charge = 0



Record 3
# C44H55Br2N2O3S2ScSi

A structure of composition C44H55Br2N2O3S2ScSi (ωB97M-V/def2-TZVPD, OMol25).

The geometry in XYZ format:
```
110
C44H55Br2N2O3S2ScSi | OMol25 | ωB97M-V/def2-TZVPD
C -4.47951 2.31023 -0.11513
C -3.24075 -5.81282 2.89493
C 3.62270 -0.89063 2.40812
H -3.29443 -5.91740 5.03257
H 2.26189 -4.30787 0.36752
C -2.43015 -3.75519 1.99827
C -0.93582 5.54827 0.25381
C 5.31850 -1.21449 4.54533
H -0.44236 4.57794 -3.29350
H 2.07738 -1.69539 3.66861
C 5.80148 -0.66909 3.36455
H -5.47426 1.99245 -0.39183
H -1.67856 -1.22309 -5.29291
C -1.95303 2.99724 0.69514
H -0.20691 3.47064 -1.94416
H 1.64848 -2.54198 -4.13905
N -2.38419 1.70810 0.87349
Si -0.16010 0.75735 -3.45998
H 2.55293 2.91422 4.82988
H 6.83611 -0.36472 3.28844
C 1.26732 -0.29194 -5.64789
O -1.85361 -1.37378 1.05208
C 1.97210 2.01572 4.99861
Br 0.32631 0.77649 -1.14461
H -1.86740 -2.21977 3.40103
C 0.95165 1.67194 4.09282
H 5.30490 -0.03896 1.36848
C 0.83114 -1.90205 -3.79511
H -0.48127 -4.32662 -0.31559
H -0.07659 -2.24335 -4.29045
H -1.69990 3.41930 -2.88993
H -0.34511 3.84859 -5.64225
C 3.98495 -1.59187 4.65728
H -2.73078 1.60314 -2.17305
C -0.36521 -3.36204 0.18523
C -2.94412 -5.02881 1.79090
H -0.51694 6.52854 0.07286
N -0.09705 2.34299 2.02226
H 2.65933 -3.55331 1.88605
H -2.08835 0.43901 -5.72315
H -3.31603 -0.63008 -5.05689
H -2.97565 2.01294 -3.87672
H 0.36777 -4.34879 1.93766
H 3.27712 -0.88267 -3.98803
H 2.09593 2.45650 -4.75395
C 2.56022 -2.22689 0.19771
C -2.94994 1.19265 -3.16065
C -3.60136 1.39066 0.48118
H -3.95498 0.76047 -3.12662
C -2.26031 -0.35227 -4.99177
H 5.98207 -1.33604 5.39081
C 0.42219 -0.23629 5.48017
C 1.54312 2.98333 -3.97777
C -2.20844 -1.08077 -2.59890
C -4.03780 3.57935 -0.36145
C 1.17840 -0.44108 -4.11618
C 2.24011 1.22003 6.08235
S -2.04537 -2.81210 0.55070
H 0.71774 -2.06275 -2.71837
H -0.20781 -1.09358 5.67949
H -4.67683 4.30517 -0.84948
C 2.57399 -0.18578 -3.52294
H -3.64084 -6.80762 2.75646
H 2.59765 -0.36224 -2.44565
C 2.05375 -3.43054 0.98647
C 3.12396 -1.43419 3.58480
H -3.12260 -5.40161 0.78879
H 3.61605 -2.00417 5.58690
H 1.62207 -0.48789 7.22879
C 0.05813 2.59130 -3.93664
H -1.54491 -1.92781 -2.76723
H -2.11865 -0.76739 -1.55629
H -1.62291 2.67605 -5.35806
H 0.37007 -2.60536 2.06479
C -2.23667 -3.22902 3.26708
H -3.90348 0.36115 0.63425
C 0.17817 0.50712 4.31777
S 2.58438 -0.61610 1.00763
H 0.90051 3.65909 3.24935
C -1.95021 0.09656 -3.55163
C 0.57183 -3.43131 1.38452
C 1.43954 0.10425 6.34163
C 4.94786 -0.49226 2.28566
C -2.73362 3.95874 0.03163
C -0.54210 2.81711 -5.33805
H 2.94488 0.81902 -3.70435
H 3.60048 -2.37343 -0.10601
C -0.17668 4.60201 0.97680
H 1.96395 -1.03940 -6.03702
H 0.30921 -0.45152 -6.14474
H 2.03915 2.81616 -3.01896
H -0.05240 -2.63600 -0.57137
Br 3.66830 1.63244 7.24150
H 1.64575 0.68555 -5.94529
H -2.78783 5.98823 -0.70768
O -0.78098 0.12085 3.48832
C -3.04642 -5.30825 4.17394
C -0.68484 3.35701 1.22307
H -3.23311 -1.43374 -2.75118
H 0.80524 4.87562 1.34163
H 1.61468 4.05095 -4.20206
Sc -0.74432 0.27666 1.55976
C -0.62232 3.55482 -2.95047
H -2.42844 -3.63129 5.35991
C 0.60537 2.62486 3.06451
O 1.17446 -0.46820 1.59751
H 1.99193 -2.03966 -0.71726
H -0.10064 2.16775 -6.09528
C -2.55567 -4.02216 4.35937
C -2.19268 5.24887 -0.18757
```

Results
molar mass = 956.919 u
HOMO = -12.8 eV
energy above the lowest of the compared OMol25 structures with the same formula, charge and spin = 0.000 eV
charge = +2



Record 4
# C26H72N6O7

A cluster of 7 separate species, C26H72N6O7 in total (ωB97M-V/def2-TZVPD, OMol25).

The geometry in XYZ format:
```
111
C26H72N6O7 | OMol25 | ωB97M-V/def2-TZVPD
H -20.08105 7.05609 5.15497
H -21.18164 3.92335 11.81801
H -16.92052 -4.90500 8.98614
H -18.28548 8.23170 6.41774
O -19.72733 5.16361 4.36755
H -12.43894 3.99159 5.76760
H -22.69275 -4.89640 11.30086
N -21.27332 2.91666 11.82011
C -20.69146 2.31327 10.61897
H -16.66460 -3.28373 11.06526
H -16.17421 0.61298 -0.02971
H -12.78257 5.56783 3.76647
C -17.64739 0.56875 -1.63223
H -23.63693 -3.23278 10.03409
H -18.72467 2.44615 11.49393
H -21.24737 2.13392 6.11855
C -19.29192 1.27584 5.70454
O -15.76193 2.73725 3.92171
O -22.42039 -1.10389 9.12823
H -22.24365 2.66749 11.93033
H -21.30933 0.62491 5.19321
C -18.05932 -1.80341 8.95878
H -20.90954 -0.17094 8.10366
H -18.38312 -4.36570 9.36404
N -22.02977 -4.45236 10.66539
H -17.62825 6.40374 4.97925
H -15.04021 5.03579 5.05991
C -16.28155 1.43990 3.94106
H -16.34062 -2.71754 8.10455
H -15.18362 2.83689 5.90804
H -18.50224 -0.03691 -1.95360
H -22.51072 2.65077 9.49608
C -22.61119 -3.11308 10.40656
H -18.44289 4.59135 7.23634
H -20.28794 5.68107 6.25114
N -18.07587 7.33139 6.82556
H -12.90825 3.94224 3.18043
H -17.11193 1.40288 3.23478
H -13.64788 4.09407 6.85676
C -20.74427 1.54049 5.34965
H -17.06245 0.82286 -2.51275
N -13.27329 4.52139 6.01702
H -13.13507 -3.99495 10.66028
C -21.05224 4.94787 3.93046
H -19.93948 0.76255 2.58190
C -18.22800 6.23804 5.88531
O -19.10849 0.62787 6.96401
O -18.59704 2.10627 9.44338
C -17.28383 2.55314 9.22141
H -14.00664 -2.68455 11.51840
H -19.14872 3.78076 10.39508
C -14.77358 2.96207 4.89208
H -21.71171 -2.95149 8.43009
H -22.58953 0.36137 7.74607
H -14.34409 -4.37776 11.87758
C -22.61912 -2.37105 11.74147
H -20.24537 -0.44542 1.50293
H -18.44423 -1.43657 0.09019
H -18.87486 -1.99317 9.66218
H -20.81443 1.22613 10.64881
H -22.18799 -5.01033 9.82109
C -16.84382 -0.09614 -0.51797
H -18.63743 2.14049 5.57174
H -19.08749 -0.76270 2.86911
H -21.64419 4.54908 4.75783
H -15.86649 -1.89319 -0.48911
H -16.77299 5.06094 7.05198
H -21.60120 -2.12816 12.06185
H -21.95989 -1.17158 7.08321
H -17.24146 -1.21584 1.33010
H -15.87475 -1.81856 10.45536
N -17.60836 -4.20089 8.72393
H -18.53359 -1.72459 7.98051
H -17.18073 7.38254 7.28373
C -14.09479 -3.67987 11.06996
H -21.17656 3.79144 9.09927
C -21.81564 -2.36261 9.34790
C -16.12529 -2.85915 10.20699
H -20.81184 -2.15895 9.74776
H -21.52197 5.85545 3.53863
H -18.93711 1.28734 7.65057
H -16.67361 1.15954 4.92562
C -17.78077 -0.67908 0.53398
H -16.64560 2.25600 10.06204
H -15.58778 0.65213 3.62621
C -14.18535 4.37640 4.87006
H -18.14503 1.46500 -1.24995
H -16.53132 -1.53760 -1.90003
C -13.50245 4.77136 3.57202
C -17.00880 -2.88373 8.95723
H -14.27085 5.10726 2.88150
O -14.97436 -3.64140 9.97272
H -20.95127 4.24951 3.10321
C -19.24242 2.69709 10.56213
H -23.10295 -1.39273 11.71804
H -17.64523 4.14779 5.75438
H -20.71060 2.19306 4.47447
O -18.46138 0.39276 1.15456
H -23.05942 -2.99514 12.51872
C -19.66286 6.07961 5.43781
H -13.98111 2.20712 4.75334
C -21.94328 -0.49113 7.94001
H -17.16855 3.64046 9.11104
H -18.89460 0.51869 5.02112
H -16.96168 2.11492 8.27677
H -21.08574 2.20469 8.49045
C -17.70590 4.93949 6.50128
C -21.43680 2.75997 9.36704
N -15.97379 -1.12503 -1.15383
C -19.40049 -0.05617 2.09759
H -17.61699 -0.82890 9.17319
```

Results
molar mass = 580.897 u
HOMO = -9.0 eV
energy above the lowest of the compared OMol25 structures with the same formula, charge and spin = 0.936 eV
SMILES = COC[C@H](C)N.COC[C@H](C)N.COC[C@H](C)N.COC[C@H](C)N.COC[C@H](C)N.COC[C@H](C)N.CCO
charge = 0



Record 5
# C9H15ClFN2O3PSi

A cluster of 2 separate species, C9H15ClFN2O3PSi in total (ωB97M-V/def2-TZVPD, OMol25).

The geometry in XYZ format:
```
33
C9H15ClFN2O3PSi | OMol25 | ωB97M-V/def2-TZVPD
C -0.06520 -1.61466 2.33157
O -0.37643 -1.50244 1.08068
H 2.97103 1.28335 1.50599
N 1.68253 -6.74481 -1.29927
F 0.48806 1.91173 2.39745
H -2.34365 2.16769 0.66414
C 2.79592 1.55037 0.46504
C -0.66042 3.57680 0.45953
H 1.07127 1.53546 -1.93825
H -1.29507 4.06038 -0.28229
C 0.12111 -4.66038 -1.19398
H 0.22181 3.15272 -0.01830
H -0.90777 -4.98095 -1.03901
H -1.24019 0.90671 2.56675
H 0.42109 -4.01245 -0.37284
Si -0.19077 0.09569 0.45507
O 1.67811 0.78386 -1.93381
H -1.90796 3.02590 2.10966
H -0.35115 4.36063 1.14508
H -1.43958 1.19406 -1.40977
H 3.77065 1.62477 -0.01411
N 0.06491 -1.60613 3.47890
H -2.43356 0.04827 -0.56096
P 1.88857 0.19903 -0.38102
Cl -2.24386 -0.67885 -3.44540
C -1.48806 2.53416 1.23044
C -1.42753 0.19677 -0.96622
C -0.64584 1.37779 1.77668
C -1.18504 -0.83418 -2.02400
H 0.18448 -4.10077 -2.12307
C 0.99531 -5.82702 -1.25301
O -0.36971 -1.69219 -1.97521
H 2.27985 2.50691 0.40925
```

Results
molar mass = 312.741 u
HOMO = -9.1 eV
energy above the lowest of the compared OMol25 structures with the same formula, charge and spin = 0.000 eV
SMILES = CC[C@H](F)[Si@](CC(=O)Cl)(OC#N)P(C)O.CC#N
charge = 0



Record 6
# C20H19NO4

The molecule C20H19NO4 (ωB97M-V/def2-TZVPD, OMol25).

The geometry in XYZ format:
```
44
C20H19NO4 | OMol25 | ωB97M-V/def2-TZVPD
C -6.36806 -0.62484 -1.41508
O -1.21493 -0.34599 2.28693
H -5.24774 -1.47721 0.71133
O 1.42376 3.14432 1.72974
H -3.44211 -1.61663 2.36183
H 4.88883 0.76126 0.45205
H 3.38375 3.42888 0.56140
C 1.36262 2.12054 1.08361
H 4.44070 1.63369 1.92393
C -4.35728 -0.88711 0.56734
C -3.06803 0.70146 -0.69719
H 0.93666 -3.41856 0.62332
C -2.18509 -0.22387 1.34920
C 4.70337 1.74670 0.87515
C 1.97403 -3.22139 0.35046
H -2.97301 1.34983 -1.55345
C -4.22667 -0.04859 -0.54543
H 2.55186 -3.15631 1.26892
C 3.57108 2.44351 0.12936
H 2.33377 -4.06011 -0.24082
N 2.33067 1.69647 0.24119
O 0.78200 0.14296 3.08101
H -6.92422 -0.35457 -0.51218
C -2.04133 0.62616 0.24054
C -0.04350 0.34724 2.22684
C 1.98771 -1.93463 -1.80968
C 2.04840 -0.74487 -2.51381
H -6.95017 -0.34656 -2.29191
C 2.16520 0.45907 -1.84354
H 1.99847 -0.75475 -3.59256
C -3.34640 -0.97261 1.50249
H 3.82413 2.55220 -0.92932
C 2.22764 0.46510 -0.45575
H 2.19899 1.39038 -2.38877
C 2.05847 -1.94167 -0.42196
O -5.16342 0.09837 -1.51678
H -6.19143 -1.70486 -1.42733
C 0.12606 1.25932 1.09242
H 2.26523 -0.71490 1.32350
H 5.61319 2.33644 0.80316
H -0.70255 2.06153 -0.68362
C 2.19002 -0.73176 0.24658
C -0.82970 1.38519 0.14994
H 1.88906 -2.86883 -2.34309
```

Results
molar mass = 337.375 u
HOMO = -8.5 eV
energy above the lowest of the compared OMol25 structures with the same formula, charge and spin = 0.903 eV
SMILES = CCN(C(=O)c1cc2cc(OC)ccc2oc1=O)c1cccc(C)c1
charge = 0



Question: What is the molar mass in the first record?
Answer: 198.027 u